(1)
{
  "formula": "C9H15P",
  "method": "ωB97M-V/def2-TZVPD",
  "total_charge": 0,
  "e_homo_ev": -8.25,
  "spin_multiplicity": 1,
  "smiles": "C=CC[C@@]1(CC)P=C1CC",
  "lumo_energy_ev": 0.025,
  "orbital_gap_ev": 8.28,
  "species": ["P", "C", "C", "C", "C", "C", "C", "C", "C", "C", "H", "H", "H", "H", "H", "H", "H", "H", "H", "H", "H", "H", "H", "H", "H"],
  "xyz": [[-0.183, 1.693, -1.691], [-0.135, 0.548, -0.201], [1.259, -0.226, 3.277], [0.792, -0.708, -3.737], [-0.200, -0.040, -1.571], [1.157, -0.418, 1.956], [1.178, 0.525, 0.738], [0.388, -1.163, -2.378], [-1.858, 1.863, 1.260], [-1.439, 0.586, 0.573], [1.996, 0.375, 0.127], [1.180, -1.062, 3.975], [-1.007, 2.277, 1.749], [1.301, 0.680, 3.766], [-0.238, -2.089, -2.560], [0.712, -1.516, -4.441], [1.956, -0.596, -3.809], [-2.156, 0.281, -0.174], [1.223, 1.632, 1.005], [-2.047, 2.661, 0.547], [1.125, -1.441, 1.570], [-1.366, -0.248, 1.387], [0.228, 0.147, -4.142], [-2.589, 1.793, 2.006], [1.166, -1.628, -1.803]]
}

(2)
{
  "formula": "C10H5FeNO5",
  "method": "ωB97M-V/def2-TZVPD",
  "total_charge": 3,
  "e_homo_ev": [-20.84, -23.45],
  "spin_multiplicity": 6,
  "lumo_energy_ev": [-12.382, -16.606],
  "orbital_gap_ev": [8.45, 6.84],
  "species": ["Fe", "O", "O", "O", "O", "O", "N", "C", "C", "C", "C", "C", "C", "C", "C", "C", "C", "H", "H", "H", "H", "H"],
  "xyz": [[0.000, 0.007, -1.836], [-2.956, 0.004, -1.572], [0.010, -2.961, -1.590], [2.957, -0.004, -1.572], [0.000, 0.001, -4.703], [-0.010, 2.974, -1.589], [-0.001, 0.000, 0.547], [-1.805, 0.001, -1.672], [1.805, -0.031, -1.672], [0.000, 0.000, 3.296], [-0.038, 1.828, -1.686], [0.000, -0.011, -3.553], [-0.796, -0.927, 2.604], [0.797, 0.927, 2.604], [-0.772, -0.885, 1.197], [0.772, 0.885, 1.196], [0.036, -1.809, -1.700], [1.435, 1.680, 3.078], [0.001, 0.001, 4.377], [-1.375, -1.569, 0.584], [1.374, 1.567, 0.581], [-1.435, -1.679, 3.081]]
}

(3)
{
  "formula": "C12H19Br",
  "method": "ωB97M-V/def2-TZVPD",
  "total_charge": 0,
  "e_homo_ev": [-7.60, -7.60],
  "spin_multiplicity": 1,
  "lumo_energy_ev": [0.587, 0.585],
  "orbital_gap_ev": [8.18, 8.18],
  "species": ["Br", "C", "C", "C", "C", "C", "C", "C", "C", "C", "C", "C", "C", "H", "H", "H", "H", "H", "H", "H", "H", "H", "H", "H", "H", "H", "H", "H", "H", "H", "H", "H"],
  "xyz": [[-3.580, -0.451, 0.095], [-0.177, 0.872, -1.639], [1.563, -0.851, 1.375], [-0.249, -1.733, -0.197], [-1.867, 0.003, -0.468], [-1.071, 0.525, 1.961], [-0.647, -2.978, -0.231], [-1.072, 0.855, 0.450], [-1.386, 2.335, 0.480], [-1.583, 0.383, -1.796], [0.913, -0.876, -0.070], [1.983, -1.057, -1.145], [0.361, 0.632, -0.279], [-0.471, 1.286, 2.477], [1.587, 0.168, 1.758], [0.010, 1.945, -2.022], [1.473, -1.462, -1.994], [2.368, -0.056, -1.414], [0.397, 0.386, -2.393], [-1.834, 2.745, -0.451], [0.025, -3.801, -0.523], [-2.122, 0.506, 2.403], [-1.624, -0.477, -2.554], [-2.211, 2.527, 1.121], [2.497, -1.326, 1.241], [1.088, 1.422, -0.035], [-1.657, -3.283, -0.302], [2.796, -1.720, -0.917], [-0.609, -0.414, 2.234], [0.877, -1.404, 2.162], [-2.384, 1.117, -2.137], [-0.540, 2.923, 0.846]]
}

Q: What is the formula in the third record?
A: C12H19Br